The following is a DFT calculation (the ωB97M-V functional and the def2-TZVPD basis) of C26H44BaBrNOP2 as an isolated structure in a non-equilibrium geometry.

Each line ends with the Löwdin charge.
Geometry (Å):
N 7.48127 -4.76899 5.58492  0.071
C 6.50020 -4.30568 6.36163  -0.116
C 5.50297 -3.43809 5.88867  -0.014
C 5.50925 -3.03386 4.53713  -0.220
C 6.55553 -3.53509 3.73360  -0.011
C 7.51211 -4.39493 4.30669  -0.119
C 4.45675 -2.11868 4.03920  0.000
Ba -1.15221 1.35254 0.82455  1.606
P -5.56886 -0.99902 -3.03494  0.970
C 3.64042 -2.35313 2.98294  -0.029
C 2.58775 -1.47230 2.47910  -0.160
C 1.99613 -1.77946 1.23636  0.042
C 0.97766 -0.99247 0.68580  -0.093
C 0.68830 0.04705 1.47313  -0.365
C 1.12503 0.48203 2.66714  -0.096
C 2.14361 -0.33732 3.18076  0.046
Br -2.96309 2.90916 -0.37030  0.048
H 4.35464 -1.19080 4.61062  0.122
H 3.75400 -3.29365 2.43199  0.132
H 4.72102 -3.09215 6.56430  0.114
H 6.64384 -3.26797 2.68047  0.112
H 6.49408 -4.62519 7.40611  0.117
H 8.32488 -4.78622 3.68987  0.116
H 2.32620 -2.64939 0.68160  0.145
H 2.57228 -0.06644 4.13676  0.135
H 0.53287 -1.23115 -0.26151  0.124
H 0.78350 1.34811 3.20748  0.111
P 0.42461 1.80037 -1.40379  0.741
C -5.47737 -1.65363 -1.28491  -0.453
C -6.35690 -2.89185 -1.04470  -0.168
H -5.74014 -0.84652 -0.58527  0.067
H -4.42170 -1.90438 -1.11357  0.052
H -6.61198 -2.98393 0.01783  0.068
H -7.29387 -2.83949 -1.60767  0.063
H -5.83403 -3.80729 -1.34431  0.067
C -3.98642 -1.76545 -3.68065  -0.450
C -3.94748 -1.96263 -5.20395  -0.170
H -3.90348 -2.73987 -3.17683  0.068
H -3.13711 -1.15123 -3.34684  0.046
H -3.19928 -2.71908 -5.47340  0.068
H -4.91743 -2.29583 -5.58733  0.065
H -3.67703 -1.03672 -5.72222  0.065
C -5.03569 0.76453 -2.73125  -0.471
C -6.18288 1.79016 -2.78991  -0.167
H -4.23689 1.02783 -3.44207  0.067
H -4.58842 0.77589 -1.72829  0.001
H -5.79453 2.79255 -3.01173  0.064
H -6.91995 1.53755 -3.55861  0.063
H -6.70598 1.84119 -1.82745  0.070
C -0.05933 3.45150 -1.95376  -0.439
C 1.08508 4.39645 -2.30202  -0.119
H -0.70041 3.91597 -1.16764  -0.006
H -0.72837 3.27834 -2.81358  0.096
H 1.61464 4.72542 -1.40156  0.071
H 1.80801 3.93776 -2.98410  0.083
H 0.68685 5.29258 -2.79058  0.093
C 0.13459 0.57530 -2.67603  -0.383
C 1.29675 -0.37450 -2.99597  -0.116
H -0.10870 1.19686 -3.54489  0.094
H -0.79251 0.00167 -2.45232  0.080
H 2.00128 0.09609 -3.69042  0.095
H 1.85263 -0.68760 -2.10651  0.047
H 0.91322 -1.27822 -3.48235  0.091
C 2.10912 1.74401 -0.77312  -0.382
C 2.53756 2.55959 0.46858  -0.097
H 2.64514 2.08299 -1.65449  0.091
H 2.34260 0.67858 -0.63536  0.061
H 3.34663 2.05178 1.02099  0.095
H 2.91056 3.55883 0.19113  0.087
H 1.70566 2.69914 1.17017  0.030
C -1.36921 4.55281 2.25489  -0.122
O -0.53010 3.37416 2.43116  -0.352
H -1.12964 5.31379 2.99861  0.105
H -2.41222 4.23845 2.36604  0.070
H -1.17899 4.94412 1.24844  0.074
H 0.06302 3.53507 3.19755  0.108

Values from the calculation:
Total charge   +2
LUMO level (spin up / spin down)   -9.849 / -9.848 eV
ΔE to the lowest compared entry with this formula, charge and spin   3.1949 eV
Maximum force   2.25 eV Å⁻¹



The following is a DFT calculation (the ωB97M-V functional and the def2-TZVPD basis) of C21H30BaN3O5 as an isolated structure in a non-equilibrium geometry.

Each line ends with the Löwdin charge.
Geometry (Å):
Ba 0.95273 -0.98099 0.86514  1.785
C -3.59165 -1.54886 -1.38143  -0.127
C -2.62563 -0.88146 -0.50852  -0.694
C -3.18105 -1.15873 0.92767  -0.080
O -1.28615 -1.14861 -0.70996  -0.472
H -3.42426 -2.62593 -1.37973  0.077
H -3.36579 -1.27601 -2.41227  0.075
H -4.64129 -1.26308 -1.31290  0.077
H -2.87278 0.14828 -0.76673  0.097
H -2.47792 -0.92782 1.72791  0.022
H -3.35022 -2.22388 1.08554  0.060
H -4.13910 -0.65326 1.04910  0.066
C 2.24890 1.91686 -1.44499  -0.047
C 2.47830 2.79846 -2.48753  -0.358
C 3.93483 3.23196 -2.85774  -0.364
O 4.10621 4.26490 -3.72026  -0.177
C 5.03700 2.79367 -2.21576  -0.038
C 4.82812 1.79450 -1.11403  -0.341
C 3.36077 1.29210 -0.79773  -0.395
O 3.16104 0.41122 0.04258  -0.266
O 5.72516 1.43613 -0.33917  -0.041
O 1.44085 3.35446 -3.00900  -0.077
H 1.24440 1.58767 -1.22360  0.057
H 6.00345 3.19276 -2.48611  0.091
C -4.02288 -1.86897 6.34696  -0.090
C -2.63625 -1.22215 5.95285  -0.229
C -1.87960 -1.96003 4.84827  -0.187
C -0.94230 -1.21305 4.02273  -0.166
N -0.19780 -0.57314 3.34114  0.003
H -3.86612 -2.74978 6.96962  0.065
H -4.62626 -2.12326 5.47555  0.071
H -4.51350 -1.14347 6.99585  0.067
H -2.08954 -1.13658 6.89193  0.106
H -2.81465 -0.19471 5.63558  0.107
H -2.54353 -2.52955 4.19793  0.121
H -1.33985 -2.78775 5.30834  0.124
C 5.15301 -2.23714 -3.04745  -0.087
C 4.17498 -3.10298 -3.88649  -0.229
C 3.33199 -4.02034 -2.96350  -0.165
C 2.78018 -3.24244 -1.84095  -0.196
N 2.38897 -2.56626 -1.00498  0.066
H 4.56421 -1.51254 -2.48498  0.068
H 5.89733 -1.68319 -3.61948  0.079
H 5.67823 -2.86860 -2.33085  0.075
H 4.76421 -3.67785 -4.60094  0.099
H 3.49996 -2.47157 -4.46421  0.111
H 3.97652 -4.73456 -2.45107  0.115
H 2.54684 -4.59688 -3.45262  0.116
C -3.22240 4.71917 -0.94212  -0.133
C -2.86197 3.49849 -0.18437  -0.267
C -1.50567 2.87070 -0.66548  -0.137
C -0.68312 2.21506 0.35932  -0.197
N -0.03526 1.71362 1.20651  0.054
H -2.35721 5.38208 -0.93227  0.080
H -4.11830 5.16424 -0.50924  0.079
H -3.19346 4.51416 -2.01227  0.082
H -3.67726 2.78187 -0.08504  0.102
H -2.79011 3.89433 0.82866  0.103
H -0.81917 3.68899 -0.88276  0.123
H -1.58611 2.23961 -1.55056  0.133

Values from the calculation:
Total charge   -1
LUMO level   1.145 eV
ΔE to the lowest compared entry with this formula, charge and spin   2.7889 eV
Maximum force   6.61 eV Å⁻¹



The following is a DFT calculation (the ωB97M-V functional and the def2-TZVPD basis) of C3H2BeO2 as an isolated structure in a non-equilibrium geometry.

Each line ends with the natural charge from an NBO analysis.
Geometry (Å):
O 1.36696 -0.78988 0.36966  -0.789
C 0.16854 -0.96163 0.05514  0.444
C -0.72819 0.14271 -0.18702  -0.178
O -0.65604 1.21768 0.74875  -0.392
C 0.09524 1.58985 -0.29477  -0.171
Be 1.64388 0.80313 0.12279  1.600
H -0.17875 -1.97716 -0.19173  0.220
H -1.71164 -0.02471 -0.62282  0.267

Values from the calculation:
Total charge   +1
LUMO level (spin up / spin down)   -6.290 / -6.690 eV
ΔE to the lowest compared entry with this formula, charge and spin   0.1220 eV
Maximum force   2.19 eV Å⁻¹
2S+1   2
<S²>   0.758



The following is a DFT calculation (the ωB97M-V functional and the def2-TZVPD basis) of C11H18N3O6PPd as an isolated structure in a non-equilibrium geometry.

Each line ends with the natural charge from an NBO analysis.
Geometry (Å):
O 0.00153 0.06504 -6.20459  -0.290
C -0.01168 0.02977 -5.06207  0.517
Pd -0.00996 0.03354 -3.07669  0.673
O 2.04161 -2.42065 -2.99199  -0.323
C 1.29428 -1.56218 -2.88242  0.527
C -1.30702 1.67777 -2.93556  0.541
O -1.98919 2.59768 -2.89846  -0.319
C -1.62396 -1.22756 -2.81897  0.520
O -2.53537 -1.91121 -2.83078  -0.309
C 1.65112 1.32766 -2.94282  0.548
O 2.54598 2.05679 -2.84047  -0.322
C -2.65749 -0.30237 1.67338  -0.421
N -1.72387 0.24869 0.69333  -0.772
C -1.94064 1.70361 0.54909  -0.416
P -0.05297 -0.20251 0.44530  2.339
O 0.26120 0.52537 -0.87640  -1.136
N 0.69182 0.75020 1.66816  -0.816
C 1.37465 1.94760 1.16722  -0.408
C 0.26144 0.80552 3.07830  -0.418
N 1.03705 -1.53682 0.66343  -0.724
C 2.03113 -1.55256 1.73374  -0.412
C 0.86173 -2.83772 0.07447  -0.412
H -3.66310 0.07185 1.45682  0.224
H -2.45164 0.04809 2.69196  0.200
H -2.70195 -1.39350 1.66385  0.222
H -1.32854 2.10508 -0.26339  0.201
H -2.99736 1.90947 0.32374  0.230
H -1.68335 2.21848 1.49075  0.208
H 0.64602 2.74201 0.92445  0.186
H 2.12528 2.28322 1.90004  0.227
H 1.87941 1.66161 0.23357  0.200
H -0.53565 1.55984 3.24074  0.196
H -0.11821 -0.17770 3.40687  0.212
H 1.13396 1.07089 3.70715  0.231
H 1.61490 -1.91677 2.69314  0.212
H 2.84616 -2.22784 1.45788  0.228
H 2.47737 -0.56577 1.87979  0.242
H 0.42961 -3.53503 0.80684  0.222
H 0.27706 -2.83268 -0.83693  0.173
H 1.84867 -3.23693 -0.16251  0.221

Values from the calculation:
Total charge   +2
LUMO level (spin up / spin down)   -7.559 / -9.600 eV
ΔE to the lowest compared entry with this formula, charge and spin   0.2247 eV
Maximum force   6.79 eV Å⁻¹
2S+1   3
<S²>   2.013